A 2-piece molecular cluster, C4H5NO2 overall at a distorted geometry, computed with the ωB97M-V functional and the def2-TZVPD basis.

Results
Calculated total energy in a.u.: -360.516091
Frontier orbital gap in eV: 9.111
Charge: 0
Energy relative to the best compared isomer or geometry (same formula, charge and spin) in kJ/mol: 402.6

Each atom is followed by the atoms it is bonded to, with distances in Å.
Cartesian coordinates (Å):
1 N 0.98287 0.27310 1.39236  C2 1.333, H8 1.010, H9 1.009
2 C 0.25009 0.02103 0.30823  N1 1.333, C3 1.436, C4 1.465
3 C 0.77296 -0.11141 -1.02216  C2 1.436, C4 1.740, H10 1.092, H11 1.080
4 C -0.57564 0.87846 -0.54513  C2 1.465, C3 1.740, O5 1.291, H12 1.096
5 O -1.70050 0.37615 -0.93158  C4 1.291
6 C -1.56702 -1.13032 0.29643  O7 1.152
7 O -2.26434 -2.03572 0.14831  C6 1.152
8 H 1.85997 -0.21058 1.52438  N1 1.010
9 H 0.53461 0.63531 2.22051  N1 1.009
10 H 1.83133 0.10386 -1.18249  C3 1.092
11 H 0.29785 -0.76067 -1.74204  C3 1.080
12 H -0.42218 1.96080 -0.46682  C4 1.096

Need the Mulliken charges? In units of e they are:
1. N -0.378
2. C 0.412
3. C -0.887
4. C 0.057
5. O -0.589
6. C 0.226
7. O -0.317
8. H 0.245
9. H 0.244
10. H 0.342
11. H 0.286
12. H 0.360